Entry 1:
{"formula": "C4H8N2", "method": "ωB97M-V/def2-TZVPD", "smiles": "C=C=N.C=NC", "homo_lumo_gap_ha": 0.365, "elements": ["C", "C", "N", "H", "H", "H", "C", "N", "C", "H", "H", "H", "H", "H"], "xyz": [[1.862, -1.054, -1.507], [1.860, 0.057, -0.810], [1.915, 1.101, -0.168], [1.823, -1.008, -2.588], [1.897, -2.017, -1.011], [0.976, 1.438, 0.059], [-1.311, 1.442, 1.096], [-1.107, 0.648, 0.134], [-1.268, -0.777, 0.393], [-1.171, 2.512, 0.934], [-1.600, 1.121, 2.107], [-0.353, -1.165, 0.854], [-1.407, -1.307, -0.552], [-2.115, -0.991, 1.059]], "mulliken_charge": [-0.885, 0.575, -0.600, 0.233, 0.274, 0.401, -0.211, -0.460, -0.859, 0.308, 0.271, 0.263, 0.279, 0.411]}

Entry 2:
{"formula": "C4H8N2", "method": "ωB97M-V/def2-TZVPD", "homo_lumo_gap_ha": 0.364, "elements": ["C", "C", "N", "C", "C", "N", "H", "H", "H", "H", "H", "H", "H", "H"], "xyz": [[1.728, -0.273, 0.754], [0.400, 0.817, -0.119], [-0.344, 0.133, -1.083], [-1.685, -0.154, -0.761], [-1.768, -0.729, 0.557], [-1.299, -0.857, 1.602], [2.219, -0.346, -0.211], [1.903, -1.232, 1.300], [2.134, 0.536, 1.358], [-0.101, 1.303, 0.719], [1.056, 1.553, -0.580], [0.069, -0.743, -1.360], [-2.129, -0.808, -1.493], [-2.185, 0.801, -0.681]], "mulliken_charge": [-0.876, -0.760, -0.261, -0.533, 0.437, -0.474, 0.296, 0.294, 0.258, 0.333, 0.418, 0.272, 0.324, 0.273]}

Entry 3:
{"formula": "C4H8N2", "method": "ωB97M-V/def2-TZVPD", "smiles": "CCNCC#N", "homo_lumo_gap_ha": 0.390, "elements": ["C", "C", "N", "C", "C", "N", "H", "H", "H", "H", "H", "H", "H", "H"], "xyz": [[1.915, -0.723, -0.231], [0.631, -0.240, 0.385], [-0.197, 0.442, -0.614], [-1.440, 0.830, 0.061], [-2.219, -0.349, 0.022], [-2.974, -1.197, -0.254], [2.549, -1.028, 0.722], [2.408, 0.204, -0.763], [1.787, -1.512, -1.139], [0.854, 0.382, 1.312], [-0.186, -0.927, 0.844], [0.248, 1.334, -0.989], [-1.397, 1.097, 1.075], [-1.980, 1.685, -0.431]], "mulliken_charge": [-0.889, -0.332, -0.433, -0.397, 0.338, -0.461, 0.279, 0.230, 0.271, 0.253, 0.250, 0.290, 0.270, 0.329]}

Entry 4:
{"formula": "C4H8N2", "method": "ωB97M-V/def2-TZVPD", "homo_lumo_gap_ha": [0.275, 0.275], "elements": ["C", "C", "C", "C", "N", "N", "H", "H", "H", "H", "H", "H", "H", "H"], "xyz": [[-1.932, 0.624, 0.746], [1.477, -1.122, -0.087], [1.182, 0.258, 0.328], [-1.351, 0.150, -0.384], [1.916, 1.182, 0.661], [-1.559, -0.759, -1.253], [1.525, 2.093, 0.894], [-1.354, -0.492, -2.211], [-1.465, 1.449, 1.259], [-2.941, 0.334, 1.005], [-0.110, 0.699, -0.404], [0.653, -1.507, -0.695], [2.405, -1.158, -0.660], [1.553, -1.750, 0.802]], "mulliken_charge": [-0.823, -0.891, 0.401, 0.525, -0.565, -0.684, 0.289, 0.248, 0.233, 0.293, 0.113, 0.299, 0.315, 0.249]}

Entry 5:
{"formula": "C4H8N2", "method": "ωB97M-V/def2-TZVPD", "homo_lumo_gap_ha": 0.326, "elements": ["C", "C", "C", "C", "N", "N", "H", "H", "H", "H", "H", "H", "H", "H"], "xyz": [[-1.622, 0.720, -0.614], [1.622, 0.720, 0.614], [-0.640, -1.343, 0.211], [0.640, -1.343, -0.211], [-0.740, -0.019, 0.279], [0.740, -0.019, -0.279], [-1.335, -2.127, 0.497], [1.335, -2.127, -0.497], [-2.661, 0.571, -0.298], [-1.408, 1.791, -0.538], [2.661, 0.571, 0.298], [1.511, 0.407, 1.659], [1.408, 1.790, 0.539], [-1.511, 0.408, -1.659]], "mulliken_charge": [-0.794, -0.794, -0.316, -0.316, -0.169, -0.169, 0.382, 0.382, 0.324, 0.248, 0.324, 0.323, 0.249, 0.323]}

Entry 6:
{"formula": "C4H8N2", "method": "ωB97M-V/def2-TZVPD", "homo_lumo_gap_ha": [0.271, 0.271], "elements": ["C", "C", "N", "C", "C", "N", "H", "H", "H", "H", "H", "H", "H", "H"], "xyz": [[-0.741, -0.754, 1.624], [0.742, -0.906, -0.872], [0.079, 0.155, -1.343], [0.375, 1.443, -1.278], [0.194, 1.611, 1.149], [-0.125, 0.514, 1.452], [-1.361, -1.007, 0.759], [-1.374, -0.728, 2.511], [0.009, -1.543, 1.728], [1.684, -0.745, -0.369], [0.329, -1.891, -1.032], [-0.824, -0.059, -1.753], [-0.355, 2.172, -1.589], [1.368, 1.738, -0.986]], "mulliken_charge": [-0.693, -0.921, -0.016, -0.718, -0.134, -0.034, 0.273, 0.326, 0.279, 0.351, 0.384, 0.237, 0.315, 0.351]}

Entry 7:
{"formula": "C4H8N2", "method": "ωB97M-V/def2-TZVPD", "smiles": "CN(C)CC#N", "homo_lumo_gap_ha": 0.370, "elements": ["C", "N", "C", "C", "C", "N", "H", "H", "H", "H", "H", "H", "H", "H"], "xyz": [[-0.464, 1.262, 0.410], [-0.495, 0.059, -0.457], [-1.119, -1.023, 0.302], [0.844, -0.431, -1.013], [1.913, 0.175, -0.222], [2.515, 0.839, 0.510], [-1.237, 1.997, 0.163], [0.499, 1.760, 0.336], [-0.580, 1.006, 1.478], [-0.458, -1.353, 1.120], [-1.345, -1.860, -0.360], [-2.061, -0.699, 0.764], [1.033, -0.202, -2.079], [0.954, -1.529, -0.951]], "mulliken_charge": [-0.865, -0.122, -1.112, -0.396, 0.371, -0.483, 0.233, 0.371, 0.302, 0.425, 0.329, 0.385, 0.273, 0.289]}

Entry 8:
{"formula": "C4H8N2", "method": "ωB97M-V/def2-TZVPD", "smiles": "CC1=NNCC1", "homo_lumo_gap_ha": 0.335, "elements": ["C", "C", "N", "N", "C", "C", "H", "H", "H", "H", "H", "H", "H", "H"], "xyz": [[2.299, 0.032, 0.190], [0.757, 0.017, -0.190], [0.043, -1.074, -0.163], [-1.290, -0.902, -0.076], [-1.509, 0.562, 0.321], [-0.373, 1.218, -0.281], [2.763, 0.648, -0.627], [2.688, -1.098, 0.207], [2.528, 0.520, 1.079], [-1.615, -1.691, 0.268], [-2.557, 0.651, 0.046], [-1.389, 0.511, 1.388], [-0.086, 2.009, 0.367], [-0.654, 1.312, -1.294]], "mulliken_charge": [-0.944, 0.420, -0.482, -0.302, -0.420, -0.491, 0.266, 0.247, 0.304, 0.217, 0.256, 0.294, 0.341, 0.294]}

Entry 9:
{"formula": "C4H8N2", "method": "ωB97M-V/def2-TZVPD", "homo_lumo_gap_ha": 0.417, "elements": ["C", "C", "N", "C", "C", "N", "H", "H", "H", "H", "H", "H", "H", "H"], "xyz": [[1.871, 0.077, 0.281], [0.631, 0.957, 0.169], [-0.504, 0.162, -0.276], [-1.006, 0.391, -1.414], [-2.814, -2.469, 1.652], [-2.041, -1.739, 1.158], [2.166, -0.303, -0.702], [1.679, -0.779, 0.935], [2.707, 0.648, 0.696], [0.374, 1.365, 1.152], [0.816, 1.802, -0.512], [-1.397, -1.078, 0.700], [-1.849, -0.210, -1.755], [-0.633, 1.177, -2.083]], "mulliken_charge": [-1.026, -0.515, -0.449, -0.361, -0.181, 0.042, 0.298, 0.281, 0.315, 0.300, 0.351, 0.415, 0.283, 0.246]}

Entry 10:
{"formula": "C4H8N2", "method": "ωB97M-V/def2-TZVPD", "homo_lumo_gap_ha": [0.278, 0.278], "elements": ["C", "N", "C", "C", "C", "N", "H", "H", "H", "H", "H", "H", "H", "H"], "xyz": [[2.344, -0.814, 0.264], [0.960, -0.523, 0.521], [0.015, -0.589, -0.324], [-0.971, 1.169, -0.032], [-2.224, 1.082, 0.451], [-0.460, -1.356, -1.186], [-0.135, 1.117, 0.763], [-1.415, -1.220, -1.482], [-0.764, 1.780, -0.903], [2.589, -1.782, 0.712], [2.604, -0.859, -0.799], [2.950, -0.045, 0.747], [-2.446, 0.450, 1.301], [-3.048, 1.591, -0.032]], "mulliken_charge": [-0.764, -0.472, 0.590, -0.561, -0.442, -0.570, 0.268, 0.265, 0.324, 0.265, 0.294, 0.267, 0.270, 0.266]}

Entry 11:
{"formula": "C4H8N2", "method": "ωB97M-V/def2-TZVPD", "homo_lumo_gap_ha": 0.278, "elements": ["C", "N", "C", "C", "C", "N", "H", "H", "H", "H", "H", "H", "H", "H"], "xyz": [[-0.579, 1.367, -0.078], [-0.302, -0.040, -0.485], [-0.791, -0.992, 0.547], [1.119, -0.328, -0.883], [1.929, -0.673, 0.212], [2.569, -1.043, 1.121], [-1.650, 1.509, 0.101], [-0.245, 2.025, -0.882], [-0.003, 1.576, 0.826], [-0.233, -0.816, 1.467], [-0.581, -2.001, 0.194], [-1.860, -0.837, 0.707], [1.479, 0.474, -1.523], [-0.852, -0.221, -1.324]], "mulliken_charge": [-0.806, 0.013, -1.074, -0.755, 0.433, -0.534, 0.354, 0.336, 0.313, 0.429, 0.380, 0.352, 0.251, 0.308]}

Entry 12:
{"formula": "C4H8N2", "method": "ωB97M-V/def2-TZVPD", "smiles": "C1N[C@H]1[C@H]1CN1", "homo_lumo_gap_ha": 0.364, "elements": ["C", "N", "C", "C", "C", "N", "H", "H", "H", "H", "H", "H", "H", "H"], "xyz": [[1.780, 0.135, -0.071], [1.347, -1.193, 0.357], [0.676, -0.581, -0.769], [-0.637, 0.107, -0.547], [-1.871, -0.026, 0.266], [-0.706, 0.408, 0.961], [2.764, 0.193, -0.524], [1.508, 0.995, 0.542], [0.704, -1.040, 1.138], [0.894, -0.963, -1.764], [-0.875, 0.706, -1.448], [-2.411, -0.921, 0.537], [-2.493, 0.828, -0.006], [-0.679, 1.352, 1.328]], "mulliken_charge": [-0.442, -0.668, -0.146, -0.138, -0.340, -0.531, 0.268, 0.167, 0.410, 0.398, 0.308, 0.260, 0.265, 0.190]}

ΔE to the lowest compared entry with this formula, charge and spin in kJ/mol, matching the order above: 228.0 297.0 188.6 459.0 339.8 395.4 137.1 272.4 164.4 424.3 247.6 321.0